No. 1
Formula: C22H25NO2
Source: the OMol25 dataset
Level of theory: ωB97M-V/def2-TZVPD

The HOMO energy is -8.670 eV. As for the HOMO-LUMO gap: 9.333 eV. The calculated total energy comes out at -1058.56646 Ha. As for the SMILES: Cc1cc(C)c(OCC(=O)N2CC=C(c3ccccc3)CC2)c(C)c1. The energy relative to the best compared isomer or geometry (same formula, charge and spin) is 2.8 kcal/mol.

Each line ends with the natural charge from an NBO analysis.
Geometry (Å):
C 3.288 4.609 -4.656  -0.625
C 2.752 3.577 -3.711  -0.008
C 1.438 3.646 -3.268  -0.213
C 0.916 2.700 -2.402  -0.057
C -0.504 2.785 -1.927  -0.627
C 1.737 1.655 -1.972  0.326
O 1.202 0.691 -1.124  -0.555
C 1.592 0.826 0.232  -0.153
C 1.629 -0.531 0.935  0.662
O 2.614 -0.865 1.570  -0.629
N 0.538 -1.310 0.827  -0.427
C -0.689 -0.978 0.146  -0.233
C -1.895 -1.410 0.924  -0.202
C -1.853 -2.143 2.035  -0.025
C -3.081 -2.491 2.769  0.032
C -3.304 -3.779 3.250  -0.232
C -4.468 -4.086 3.931  -0.193
C -5.427 -3.112 4.150  -0.218
C -5.217 -1.827 3.678  -0.205
C -4.056 -1.521 2.992  -0.225
C -0.531 -2.611 2.579  -0.439
C 0.519 -2.606 1.471  -0.219
C 3.054 1.549 -2.419  -0.047
C 3.928 0.410 -1.988  -0.641
C 3.541 2.521 -3.283  -0.213
H 4.375 4.601 -4.666  0.215
H 2.945 5.603 -4.376  0.216
H 2.936 4.407 -5.668  0.219
H 0.808 4.458 -3.603  0.203
H -1.069 3.492 -2.528  0.216
H -0.979 1.807 -1.987  0.222
H -0.539 3.114 -0.888  0.216
H 0.896 1.493 0.768  0.184
H 2.596 1.253 0.314  0.214
H -0.703 -1.457 -0.845  0.203
H -0.743 0.098 -0.024  0.227
H -2.840 -1.096 0.504  0.211
H -2.576 -4.556 3.070  0.209
H -4.627 -5.092 4.291  0.212
H -6.332 -3.352 4.687  0.213
H -5.959 -1.061 3.847  0.213
H -3.889 -0.514 2.638  0.214
H -0.217 -1.938 3.383  0.224
H -0.617 -3.610 3.006  0.217
H 0.273 -3.368 0.722  0.190
H 1.516 -2.795 1.871  0.250
H 4.555 0.703 -1.145  0.225
H 4.582 0.107 -2.802  0.220
H 3.325 -0.441 -1.679  0.228
H 4.562 2.443 -3.629  0.204

No. 2
Formula: C29H28BN10NiP
Source: the OMol25 dataset
Level of theory: ωB97M-V/def2-TZVPD

The HOMO energy (spin up / spin down) is -7.487 / -7.365 eV. As for the HOMO-LUMO gap (spin up / spin down): 7.671 / 7.550 eV. The calculated total energy comes out at -3544.08806 Ha. The energy relative to the best compared isomer or geometry (same formula, charge and spin) is 6.7 kcal/mol.

Each line ends with the natural charge from an NBO analysis.
Geometry (Å):
Ni 0.196 0.065 0.260  0.939
C -0.207 0.308 4.931  -0.365
C -0.657 -0.257 3.726  -0.047
N -0.003 0.250 2.691  -0.331
N 0.871 1.140 3.196  -0.333
C 0.771 1.195 4.538  -0.024
B 1.819 1.897 2.260  0.547
N 2.728 0.886 1.513  -0.294
C 4.060 0.734 1.527  0.000
C 4.394 -0.253 0.617  -0.364
C 3.166 -0.649 0.076  -0.061
N 2.177 0.040 0.633  -0.334
N 1.008 2.652 1.180  -0.309
C 0.895 3.976 1.001  -0.002
C 0.041 4.208 -0.058  -0.357
C -0.338 2.932 -0.481  -0.011
N 0.250 2.007 0.266  -0.310
H -0.548 0.105 5.931  0.224
H -1.423 -1.000 3.565  0.206
H 1.398 1.860 5.109  0.215
H 2.494 2.672 2.880  -0.039
H 4.672 1.340 2.173  0.222
H 5.378 -0.608 0.367  0.228
H 2.946 -1.355 -0.712  0.215
H 1.428 4.656 1.645  0.221
H -0.265 5.156 -0.462  0.230
H -1.008 2.635 -1.271  0.227
C 0.465 -4.897 -3.023  -0.228
C -0.781 -4.382 -2.694  -0.205
C -0.972 -3.009 -2.616  -0.166
C 0.079 -2.131 -2.870  -0.330
C 1.331 -2.661 -3.180  -0.223
C 1.525 -4.033 -3.262  -0.226
P -0.071 -0.298 -2.820  0.833
C -0.574 0.046 -4.554  -0.338
C -0.690 1.392 -4.908  -0.199
C -1.074 1.762 -6.187  -0.212
C -1.331 0.788 -7.143  -0.219
C -1.204 -0.551 -6.809  -0.215
C -0.831 -0.920 -5.522  -0.164
C -1.646 -0.041 -1.920  -0.467
C -2.891 0.034 -2.549  -0.212
C -4.040 0.234 -1.800  -0.246
C -3.944 0.358 -0.419  -0.224
C -2.705 0.291 0.204  -0.218
C -1.534 0.100 -0.529  -0.142
H 0.612 -5.969 -3.090  0.208
H -1.609 -5.051 -2.494  0.212
H -1.946 -2.615 -2.351  0.223
H 2.158 -1.985 -3.371  0.217
H 2.501 -4.427 -3.519  0.210
H -0.475 2.157 -4.169  0.214
H -1.165 2.810 -6.440  0.212
H -1.625 1.074 -8.145  0.211
H -1.399 -1.316 -7.550  0.209
H -0.745 -1.971 -5.274  0.210
H -2.963 -0.054 -3.628  0.216
H -5.004 0.298 -2.291  0.208
H -4.839 0.520 0.171  0.206
H -2.643 0.411 1.281  0.201
N 2.567 -4.155 0.575  -0.801
C 1.447 -4.837 0.272  0.659
N 1.559 -6.168 0.067  -0.785
N 0.252 -4.304 0.160  -0.627
C 0.203 -2.993 0.209  0.543
N 0.156 -1.843 0.253  -0.488
H 3.472 -4.567 0.434  0.404
H 2.523 -3.153 0.696  0.431
H 2.332 -6.677 0.455  0.398
H 0.694 -6.662 -0.070  0.418

No. 3
Formula: C2H6S2
Source: the OMol25 dataset
Level of theory: ωB97M-V/def2-TZVPD

The HOMO energy is -8.305 eV. As for the HOMO-LUMO gap: 9.233 eV. The calculated total energy comes out at -876.15424 Ha. As for the SMILES: CSSC. The energy relative to the best compared isomer or geometry (same formula, charge and spin) is 10.2 kcal/mol.

Each line ends with the natural charge from an NBO analysis.
Geometry (Å):
C 1.268 0.325 1.315  -0.733
S 0.812 1.539 -0.045  0.065
S 0.108 0.460 -1.550  0.081
C -1.364 -0.494 -1.141  -0.773
H 1.595 -0.575 0.794  0.230
H 2.184 0.660 1.785  0.227
H 0.407 0.325 1.956  0.223
H -2.272 -0.057 -1.522  0.220
H -1.312 -1.514 -1.527  0.231
H -1.426 -0.667 -0.065  0.228

No. 4
Formula: C13H27AlCl2O3P
Source: the OMol25 dataset
Level of theory: ωB97M-V/def2-TZVPD

As for the net charge: -1. The HOMO energy (spin up / spin down) is -1.964 / -1.972 eV. As for the HOMO-LUMO gap (spin up / spin down): 4.921 / 4.889 eV. The calculated total energy comes out at -2241.44798 Ha.

Each line ends with the natural charge from an NBO analysis.
Geometry (Å):
Al -2.931 -0.211 0.042  0.507
Cl -3.277 -1.417 -1.700  -0.736
Cl -3.568 1.611 0.977  -0.734
C 0.680 0.159 -0.263  -0.512
H 0.197 0.306 -1.245  0.201
H 0.129 0.806 0.441  0.219
C 2.673 -0.589 -1.406  -0.087
C 2.049 0.371 -0.241  -0.300
H 2.963 -1.602 -1.131  0.185
C 2.384 1.836 -0.538  -0.392
H 2.567 0.023 0.689  0.212
C 1.979 2.194 -1.971  -0.405
H 1.844 2.489 0.156  0.205
H 3.457 1.984 -0.354  0.192
C 2.688 1.367 -3.032  -0.388
H 0.895 2.075 -2.089  0.208
H 2.183 3.261 -2.127  0.200
C 2.585 -0.162 -2.793  -0.502
H 2.269 1.607 -4.013  0.200
H 3.744 1.635 -3.065  0.187
H 1.623 -0.527 -3.220  0.211
H 3.377 -0.675 -3.368  0.210
C 0.259 -3.056 -0.929  -0.660
C 0.190 -2.277 0.351  0.033
O 1.277 -2.674 1.148  -0.844
P 1.612 -2.047 2.674  1.610
O 1.318 -3.298 3.661  -0.854
C 0.343 -4.378 3.505  -0.061
C -1.016 -4.006 4.019  -0.641
O 0.248 -1.113 2.842  -0.840
C -0.011 -0.467 4.105  -0.062
C -1.273 0.353 3.960  -0.624
H 1.139 -2.763 -1.522  0.202
H -0.661 -2.866 -1.496  0.242
H 0.334 -4.129 -0.718  0.201
H 0.344 -1.033 0.078  0.208
H -0.775 -2.381 0.873  0.204
H 0.309 -4.684 2.454  0.191
H 0.768 -5.201 4.090  0.175
H -1.514 -3.286 3.361  0.235
H -1.634 -4.907 4.043  0.208
H -0.959 -3.601 5.034  0.205
H -0.139 -1.228 4.894  0.167
H 0.835 0.183 4.378  0.167
H -2.151 -0.282 3.805  0.226
H -1.424 0.923 4.886  0.193
H -1.210 1.070 3.134  0.236

No. 5
Formula: H2NO3S
Source: the OMol25 dataset
Level of theory: ωB97M-V/def2-TZVPD

As for the net charge: -1. The HOMO energy is -4.731 eV. As for the HOMO-LUMO gap: 8.906 eV. The calculated total energy comes out at -679.89955 Ha. As for the SMILES: NS(=O)(=O)[O-]. The energy relative to the best compared isomer or geometry (same formula, charge and spin) is 29.0 kcal/mol.

Each line ends with the natural charge from an NBO analysis.
Geometry (Å):
N 0.311 -0.325 0.145  -1.047
S 0.430 0.330 1.689  2.371
O -0.799 1.448 1.532  -1.071
O 0.158 -0.775 2.598  -0.997
O 1.741 0.976 1.789  -0.998
H -0.675 -0.394 0.029  0.371
H 0.515 0.699 -0.127  0.370

No. 6
Formula: CH5NO2S
Source: the OMol25 dataset
Level of theory: ωB97M-V/def2-TZVPD

The HOMO energy is -8.950 eV. As for the HOMO-LUMO gap: 9.730 eV. The calculated total energy comes out at -644.39146 Ha. The energy relative to the best compared isomer or geometry (same formula, charge and spin) is 95.9 kcal/mol.

Each line ends with the natural charge from an NBO analysis.
Geometry (Å):
C -0.288 0.678 -0.390  -0.317
N 0.886 0.135 -0.864  -0.816
O -0.916 -1.597 0.450  -0.905
O 0.001 -0.101 2.168  -0.955
S -1.018 -0.101 1.123  1.498
H -0.847 0.600 -1.265  0.206
H -0.169 2.244 0.139  0.041
H 0.938 0.014 -1.785  0.373
H -0.274 -2.121 0.765  0.491
H 1.687 0.248 -0.342  0.382

No. 7
Formula: C22H47ClN7O7
Source: the OMol25 dataset
Level of theory: ωB97M-V/def2-TZVPD

As for the net charge: +1. The HOMO energy is -10.481 eV. As for the HOMO-LUMO gap: 6.342 eV. The calculated total energy comes out at -2236.40244 Ha.

Each line ends with the Mulliken charge.
Geometry (Å):
N 3.986 1.972 1.277  -0.402
C 3.967 0.733 2.009  -0.692
C 3.581 -0.500 1.032  -0.112
N 4.281 -0.139 -0.263  0.157
C 5.533 -0.580 -0.350  -0.270
C 5.747 -1.543 0.929  -0.095
C 6.583 -2.910 0.745  -0.399
C 8.140 -2.734 1.131  0.426
O 8.967 -3.275 0.367  -0.440
Cl 8.729 -1.850 2.623  -0.152
C 4.229 -1.944 1.279  -0.356
O 3.916 -2.526 2.551  -0.466
H 4.824 2.531 1.234  0.192
H 3.201 2.226 0.687  0.286
H 4.956 0.573 2.586  0.344
H 3.155 0.772 2.835  0.264
H 2.480 -0.437 0.751  0.563
H 3.930 0.451 -1.036  0.240
H 6.299 -0.410 -1.193  0.374
H 6.323 -0.864 1.634  0.233
H 6.176 -3.693 1.486  0.292
H 6.497 -3.375 -0.299  0.295
H 3.895 -2.549 0.360  0.364
H 4.597 -2.193 3.179  0.417
C 1.027 4.378 -2.142  -1.408
C 0.962 3.262 -1.136  0.844
O 1.977 2.722 -0.692  -0.723
N -0.259 2.853 -0.719  0.020
C -1.559 3.355 -1.118  -0.870
H 2.070 4.593 -2.378  0.284
H 0.519 4.084 -3.063  0.388
H 0.573 5.282 -1.730  0.377
H -0.221 2.100 -0.044  0.063
H -2.074 3.716 -0.227  0.259
H -2.127 2.528 -1.548  0.277
H -1.486 4.160 -1.845  0.328
C -4.992 3.399 1.281  -1.273
C -5.068 3.192 -0.208  0.780
O -4.520 3.952 -1.000  -0.665
N -5.771 2.124 -0.667  -0.111
C -6.483 1.120 0.100  -0.353
H -4.399 4.290 1.492  0.322
H -5.993 3.546 1.691  0.427
H -4.509 2.542 1.755  0.280
H -5.776 2.052 -1.675  0.223
H -6.057 0.143 -0.141  0.257
H -7.531 1.138 -0.204  -0.073
H -6.412 1.291 1.172  0.275
C -10.479 2.200 -1.483  -1.210
C -10.547 1.086 -0.472  0.847
O -9.539 0.548 -0.026  -0.698
N -11.775 0.679 -0.054  -0.191
C -13.071 1.182 -0.456  -0.844
H -9.435 2.412 -1.717  0.217
H -10.986 1.903 -2.403  0.346
H -10.932 3.106 -1.075  0.351
H -11.739 -0.070 0.623  0.240
H -13.588 1.548 0.434  0.289
H -13.641 0.355 -0.885  0.284
H -12.994 1.985 -1.186  0.319
C 6.043 -5.073 -5.019  -1.317
C 5.896 -3.793 -4.242  0.922
O 4.865 -3.133 -4.260  -0.655
N 6.956 -3.371 -3.499  -0.085
C 8.253 -3.996 -3.340  -0.821
H 5.117 -5.276 -5.559  0.291
H 6.853 -4.980 -5.746  0.379
H 6.236 -5.905 -4.340  0.352
H 6.779 -2.506 -3.009  0.054
H 8.400 -4.205 -2.278  0.267
H 9.015 -3.289 -3.674  0.289
H 8.342 -4.919 -3.908  0.354
C -1.098 -0.269 3.832  -1.269
C -0.330 -1.007 2.769  0.923
O -0.522 -0.816 1.574  -0.688
N 0.604 -1.913 3.168  -0.132
C 0.979 -2.279 4.517  -0.882
H -1.803 0.416 3.359  0.217
H -1.661 -0.974 4.447  0.398
H -0.415 0.315 4.452  0.348
H 1.076 -2.367 2.399  0.196
H 2.043 -2.071 4.642  0.219
H 0.807 -3.351 4.639  0.311
H 0.412 -1.734 5.269  0.386

No. 8
Formula: C27H22Cl3GeN3OSTeW
Source: the OMol25 dataset
Level of theory: ωB97M-V/def2-TZVPD

As for the net charge: +4. The HOMO energy (spin up / spin down) is -19.562 / -19.562 eV. As for the HOMO-LUMO gap (spin up / spin down): 4.966 / 4.966 eV. The calculated total energy comes out at -5470.91734 Ha.

Each line ends with the natural charge from an NBO analysis.
Geometry (Å):
W -0.138 0.422 -1.194  0.920
C -3.872 1.054 1.097  -0.198
C -4.867 0.823 0.159  -0.046
C -4.501 0.425 -1.119  -0.172
C -3.166 0.276 -1.441  0.167
N -2.188 0.548 -0.526  -0.533
C -2.552 0.913 0.726  0.049
C -2.692 -0.170 -2.752  0.246
C -3.502 -0.527 -3.813  -0.181
C -2.915 -0.901 -5.017  -0.063
C -1.533 -0.895 -5.130  -0.185
C -0.769 -0.548 -4.032  0.037
N -1.348 -0.210 -2.864  -0.551
H -4.106 1.351 2.110  0.281
H -5.912 0.946 0.414  0.285
H -5.261 0.231 -1.862  0.271
H -1.763 1.099 1.437  0.246
H -4.578 -0.513 -3.717  0.268
H -3.536 -1.180 -5.859  0.285
H -1.037 -1.147 -6.058  0.285
H 0.309 -0.514 -4.090  0.236
O 1.234 -0.723 -1.873  -0.494
N 1.301 -2.087 -1.949  -0.029
C 2.389 -2.611 -2.583  0.060
C 2.473 -3.970 -2.667  -0.202
C 1.457 -4.757 -2.100  -0.045
C 0.381 -4.177 -1.456  -0.212
C 0.304 -2.788 -1.379  0.028
S -0.941 -1.883 -0.606  0.162
H 3.104 -1.900 -2.972  0.278
H 3.322 -4.419 -3.165  0.297
H 1.519 -5.836 -2.164  0.287
H -0.395 -4.782 -1.007  0.285
Te 0.902 -0.243 1.422  1.157
C -0.005 0.918 2.880  -0.276
C 0.122 2.306 2.938  -0.310
C -0.417 2.990 4.017  -0.149
C -1.059 2.280 5.035  -0.138
C -1.163 0.901 4.977  -0.160
C -0.641 0.198 3.889  -0.248
C 2.858 0.419 1.717  -0.221
C 3.389 1.690 1.513  -0.283
C 4.677 1.937 1.961  -0.150
C 5.406 0.931 2.594  -0.129
C 4.861 -0.325 2.787  -0.165
C 3.573 -0.610 2.334  -0.265
H 0.719 2.867 2.224  0.203
H -0.311 4.065 4.088  0.259
H -1.461 2.814 5.886  0.269
H -1.648 0.358 5.778  0.268
H -0.734 -0.881 3.858  0.247
H 2.836 2.493 1.050  0.201
H 5.113 2.918 1.828  0.257
H 6.411 1.136 2.937  0.267
H 5.433 -1.099 3.282  0.265
H 3.169 -1.604 2.484  0.241
Cl -0.865 2.544 -2.389  -0.157
Ge 0.079 2.861 -0.302  1.194
Cl 1.926 1.777 -1.356  -0.110
Cl 0.612 4.806 0.018  -0.133